[1]
# C42H96N4O8

A 8-piece molecular cluster, C42H96N4O8 overall at a distorted geometry (ωB97M-V with the def2-TZVPD basis set, OMol25).

Values from the calculation:
- ΔE to the lowest compared entry with this formula, charge and spin: 312.0 kJ/mol
- LUMO: 0.100 eV
- Structure (SMILES): CC1(C)CCCC(C)(C)N1O.CC1(C)CCCC(C)(C)N1O.CC1(C)CCCC(C)(C)N1O.CC1(C)CCCC(C)(C)N1O.CCO.CCO.CO.CO
- Calculated total energy: -67440.7171 eV

ORCA input file:
```
! wB97M-V def2-TZVPD RIJCOSX def2/J DEFGRID3
* xyz 0 1
C 10.869 -0.722 2.112
C 9.474 -1.429 1.882
C 8.666 -0.802 0.733
C 9.852 -2.860 1.665
C 8.828 -3.934 1.906
C 7.974 -3.751 3.210
C 7.608 -2.268 3.434
C 6.396 -1.929 2.551
C 7.054 -2.244 4.876
N 8.773 -1.384 3.190
O 8.546 -0.115 3.702
H 11.303 -0.914 3.094
H 11.736 -0.866 1.467
H 10.686 0.347 2.001
H 8.044 0.058 0.982
H 9.353 -0.526 -0.067
H 7.962 -1.565 0.401
H 10.146 -2.920 0.617
H 10.812 -3.067 2.137
H 8.080 -3.883 1.115
H 9.317 -4.907 1.868
H 8.620 -4.204 3.962
H 7.078 -4.372 3.210
H 6.537 -2.355 1.558
H 6.111 -0.886 2.413
H 5.457 -2.376 2.877
H 6.506 -3.125 5.209
H 6.461 -1.343 5.036
H 7.931 -2.218 5.523
H 7.783 0.190 3.205
C -5.223 -4.562 -1.521
C -5.196 -4.932 -2.994
C -4.485 -6.325 -3.120
C -6.614 -5.103 -3.609
C -6.714 -5.219 -5.135
C -5.974 -4.080 -5.778
C -4.582 -3.827 -5.256
C -3.663 -4.835 -5.966
C -4.207 -2.363 -5.670
N -4.413 -3.887 -3.802
O -3.114 -3.689 -3.349
H -5.510 -5.367 -0.844
H -4.214 -4.241 -1.260
H -5.790 -3.673 -1.243
H -4.758 -6.926 -3.988
H -3.400 -6.299 -3.020
H -4.774 -6.980 -2.298
H -7.021 -6.037 -3.222
H -7.165 -4.221 -3.283
H -6.316 -6.214 -5.334
H -7.746 -5.198 -5.485
H -6.669 -3.240 -5.784
H -5.879 -4.378 -6.822
H -3.295 -4.444 -6.914
H -4.147 -5.800 -6.115
H -2.741 -5.093 -5.445
H -3.211 -1.955 -5.498
H -4.976 -1.767 -5.179
H -4.530 -2.284 -6.708
H -3.113 -2.741 -3.200
C -2.632 9.081 -2.183
C -4.112 9.035 -2.523
C -4.537 7.567 -2.229
C -5.001 9.939 -1.633
C -5.422 11.282 -2.099
C -4.621 11.735 -3.268
C -4.460 10.767 -4.449
C -5.790 10.618 -5.288
C -3.297 11.269 -5.346
N -4.347 9.356 -3.940
O -3.774 8.425 -4.802
H -2.362 8.541 -1.275
H -1.983 8.716 -2.979
H -2.276 10.111 -2.206
H -3.818 6.885 -2.682
H -4.459 7.612 -1.143
H -5.570 7.374 -2.521
H -5.788 9.432 -1.073
H -4.326 10.237 -0.831
H -6.402 11.132 -2.552
H -5.578 12.046 -1.338
H -3.601 11.985 -2.976
H -5.060 12.698 -3.526
H -6.290 11.571 -5.462
H -6.474 9.912 -4.816
H -5.719 10.240 -6.307
H -3.463 12.302 -5.652
H -3.224 10.657 -6.245
H -2.331 11.279 -4.841
H -4.574 8.073 -5.198
C -4.339 -6.979 6.976
C -2.861 -6.643 7.002
C -2.246 -6.676 8.413
C -2.212 -7.623 6.010
C -0.754 -7.282 5.718
C -0.644 -5.914 4.993
C -1.289 -4.842 5.942
C -0.268 -4.435 7.081
C -1.441 -3.550 5.064
N -2.596 -5.308 6.512
O -3.424 -4.247 7.084
H -4.887 -6.408 7.725
H -4.856 -6.815 6.030
H -4.517 -7.991 7.341
H -1.197 -6.955 8.516
H -2.349 -5.742 8.965
H -2.802 -7.436 8.962
H -2.217 -8.568 6.553
H -2.795 -7.705 5.093
H -0.182 -7.194 6.642
H -0.328 -8.065 5.090
H -0.971 -5.874 3.954
H 0.417 -5.667 4.948
H 0.131 -5.285 7.636
H -0.676 -3.733 7.808
H 0.594 -3.969 6.603
H -0.518 -3.380 4.509
H -1.832 -2.672 5.578
H -2.159 -3.674 4.253
H -4.046 -4.033 6.385
C 3.603 4.644 3.763
C 2.893 3.550 4.535
O 2.099 4.220 5.531
H 4.089 5.398 4.382
H 2.855 5.233 3.232
H 4.378 4.164 3.166
H 3.562 2.832 5.010
H 2.327 2.889 3.879
H 2.576 4.045 6.346
C 1.506 0.127 -1.201
C 0.705 1.369 -0.823
O -0.378 1.505 -1.828
H 2.464 0.114 -0.682
H 1.727 -0.067 -2.251
H 0.830 -0.673 -0.902
H 1.245 2.311 -0.736
H 0.224 1.226 0.145
H 0.010 1.609 -2.699
C 1.952 5.270 -5.440
O 0.916 4.378 -5.190
H 1.659 5.929 -6.257
H 2.155 5.857 -4.544
H 2.854 4.717 -5.704
H 0.069 4.789 -5.005
C 5.933 -0.723 -6.042
O 7.031 -0.565 -6.878
H 6.066 -1.593 -5.399
H 5.883 0.039 -5.264
H 4.989 -0.708 -6.587
H 7.810 -1.044 -6.587
*
```

---

[2]
# C42H98N6O10

A 6-piece molecular cluster, C42H98N6O10 overall at a distorted geometry (ωB97M-V with the def2-TZVPD basis set, OMol25).

Values from the calculation:
- ΔE to the lowest compared entry with this formula, charge and spin: 330.1 kJ/mol
- LUMO: 0.530 eV
- Structure (SMILES): CC1(C)CCCC(C)(C)N1O.CC1(C)CCCC(C)(C)N1O.COCCNCCOC.COCCNCCOC.COCCNCCOC.COCCNCCOC
- Calculated total energy: -74547.2729 eV

ORCA input file:
```
! wB97M-V def2-TZVPD RIJCOSX def2/J DEFGRID3
* xyz 0 1
C -4.912 -1.176 3.370
C -5.008 0.344 3.528
C -5.884 0.920 2.413
C -5.655 0.605 4.896
C -5.654 2.076 5.258
C -4.184 2.479 5.503
C -3.267 2.115 4.329
C -3.174 3.319 3.404
C -1.854 1.822 4.861
N -3.684 0.934 3.569
O -2.970 0.756 2.364
H -4.705 -1.372 2.313
H -4.206 -1.685 4.018
H -5.930 -1.557 3.496
H -5.974 2.004 2.431
H -5.524 0.666 1.409
H -6.845 0.396 2.397
H -6.673 0.191 4.859
H -5.288 -0.121 5.631
H -6.140 2.648 4.470
H -6.144 2.245 6.220
H -3.760 2.142 6.449
H -4.222 3.567 5.606
H -2.967 4.332 3.758
H -4.120 3.478 2.880
H -2.476 3.176 2.573
H -1.550 2.401 5.733
H -1.045 1.725 4.128
H -1.778 0.781 5.216
H -2.156 0.309 2.639
C 3.668 0.019 1.015
C 2.240 0.199 1.463
C 2.175 0.639 2.939
C 1.486 1.228 0.591
C -0.033 1.024 0.610
C -0.453 -0.379 0.255
C 0.178 -1.431 1.159
C -0.581 -1.463 2.500
C -0.037 -2.784 0.431
N 1.590 -1.148 1.382
O 2.241 -2.148 2.115
H 3.664 -0.430 0.018
H 4.039 1.035 0.850
H 4.282 -0.563 1.694
H 2.449 1.699 2.954
H 1.199 0.592 3.421
H 2.812 0.028 3.579
H 1.641 2.240 0.976
H 1.911 1.228 -0.416
H -0.493 1.444 1.511
H -0.379 1.801 -0.087
H -0.181 -0.571 -0.785
H -1.540 -0.308 0.351
H -0.261 -2.032 3.373
H -1.610 -1.758 2.262
H -0.625 -0.457 2.932
H -0.449 -3.510 1.138
H 0.898 -3.205 0.065
H -0.801 -2.709 -0.339
H 2.753 -2.614 1.443
C -7.933 4.185 2.370
O -6.625 4.291 2.932
C -6.207 5.660 2.873
C -4.977 5.869 1.966
N -5.055 4.878 0.858
C -3.907 4.990 -0.030
C -3.655 3.578 -0.609
O -2.662 3.591 -1.605
C -2.623 2.488 -2.459
H -8.187 3.127 2.395
H -7.886 4.536 1.335
H -8.669 4.818 2.871
H -6.078 6.080 3.875
H -7.022 6.297 2.520
H -4.014 5.741 2.464
H -5.068 6.881 1.569
H -5.034 4.017 1.397
H -3.014 5.307 0.528
H -4.222 5.715 -0.782
H -4.559 3.343 -1.185
H -3.525 3.003 0.314
H -3.502 2.512 -3.129
H -2.694 1.492 -2.007
H -1.745 2.616 -3.090
C 3.789 1.300 -2.957
O 5.156 1.160 -3.257
C 5.733 2.301 -3.908
C 5.834 3.519 -2.990
N 6.857 3.417 -1.959
C 6.613 2.398 -0.966
C 7.647 2.533 0.185
O 7.184 2.144 1.501
C 6.047 2.837 1.980
H 3.654 1.355 -1.868
H 3.226 0.418 -3.274
H 3.308 2.197 -3.356
H 5.272 2.598 -4.852
H 6.735 1.928 -4.114
H 4.868 3.796 -2.545
H 6.151 4.327 -3.657
H 6.881 4.308 -1.476
H 6.706 1.380 -1.328
H 5.633 2.572 -0.487
H 8.155 3.498 0.240
H 8.274 1.645 0.078
H 5.922 2.421 2.987
H 5.134 2.707 1.407
H 6.306 3.865 2.270
C -5.592 -5.384 -7.024
O -5.305 -4.239 -6.267
C -6.244 -4.070 -5.211
C -5.941 -2.797 -4.448
N -4.716 -2.933 -3.667
C -4.005 -1.735 -3.214
C -2.515 -1.993 -2.967
O -1.982 -2.790 -3.971
C -0.638 -3.114 -3.808
H -6.470 -5.234 -7.670
H -5.798 -6.298 -6.460
H -4.761 -5.516 -7.715
H -6.056 -4.849 -4.464
H -7.233 -3.955 -5.657
H -6.635 -2.643 -3.612
H -6.016 -1.952 -5.152
H -4.030 -3.395 -4.266
H -4.517 -1.259 -2.375
H -4.085 -1.059 -4.082
H -2.289 -2.291 -1.939
H -2.158 -0.948 -2.994
H -0.185 -3.421 -2.860
H -0.071 -2.259 -4.214
H -0.289 -3.912 -4.473
C 3.490 -4.049 -2.226
O 4.893 -4.029 -2.343
C 5.441 -3.119 -1.399
C 6.963 -3.044 -1.558
N 7.568 -3.916 -0.552
C 9.013 -4.101 -0.755
C 9.313 -5.444 -1.407
O 8.643 -6.518 -0.768
C 9.092 -7.779 -1.208
H 3.107 -3.036 -2.399
H 3.124 -4.311 -1.225
H 3.058 -4.751 -2.934
H 5.052 -3.339 -0.398
H 5.042 -2.107 -1.575
H 7.216 -2.003 -1.348
H 7.257 -3.324 -2.574
H 7.053 -4.774 -0.430
H 9.437 -4.296 0.236
H 9.496 -3.277 -1.264
H 10.384 -5.631 -1.213
H 9.245 -5.512 -2.501
H 10.179 -7.851 -1.169
H 8.598 -8.105 -2.132
H 8.610 -8.460 -0.495
*
```

---

[3]
# C43H104N18O11

A 11-piece molecular cluster, C43H104N18O11 overall at a distorted geometry (ωB97M-V with the def2-TZVPD basis set, OMol25).

Values from the calculation:
- ΔE to the lowest compared entry with this formula, charge and spin: 42.9 kJ/mol
- LUMO: 0.264 eV
- Structure (SMILES): CC1(C)CCCC(C)(C)N1O.CC1(C)CCCC(C)(C)N1O.CC1(C)CCCC(C)(C)N1O.CC1(C)CCCC(C)(C)N1O.NC(N)=O.NC(N)=O.NC(N)=O.NC(N)=O.NC(N)=O.NC(N)=O.NC(N)=O
- Calculated total energy: -95624.6368 eV

ORCA input file:
```
! wB97M-V def2-TZVPD RIJCOSX def2/J DEFGRID3
* xyz 0 1
C 0.263 2.594 -1.053
C 1.013 1.492 -0.312
C 1.669 0.454 -1.257
C 2.113 2.203 0.490
C 2.669 1.414 1.664
C 1.551 0.877 2.558
C 0.464 0.075 1.799
C 1.045 -1.295 1.405
C -0.708 -0.032 2.791
N 0.062 0.885 0.633
O -0.946 0.215 -0.124
H -0.445 2.149 -1.755
H -0.175 3.336 -0.389
H 0.932 3.217 -1.661
H 1.655 0.819 -2.285
H 2.707 0.306 -0.965
H 1.134 -0.490 -1.185
H 2.972 2.387 -0.165
H 1.805 3.196 0.829
H 3.185 0.499 1.336
H 3.429 1.984 2.198
H 1.047 1.769 2.944
H 1.945 0.151 3.270
H 2.041 -1.220 0.964
H 0.433 -1.624 0.562
H 1.021 -2.015 2.220
H -0.901 0.980 3.142
H -0.365 -0.696 3.584
H -1.633 -0.407 2.353
H -1.751 0.731 0.021
C 0.907 2.348 -4.583
C -0.503 2.916 -4.773
C -0.615 4.234 -4.017
C -0.645 3.090 -6.300
C -2.038 3.423 -6.756
C -2.912 2.231 -6.343
C -2.858 1.906 -4.843
C -3.651 2.996 -4.108
C -3.494 0.528 -4.690
N -1.439 1.845 -4.415
O -1.382 1.466 -3.058
H 1.706 2.859 -5.123
H 1.233 2.313 -3.536
H 0.959 1.289 -4.851
H 0.216 4.863 -4.349
H -1.521 4.746 -4.350
H -0.565 4.198 -2.930
H 0.135 3.798 -6.601
H -0.306 2.137 -6.717
H -2.398 4.340 -6.285
H -2.132 3.565 -7.833
H -2.749 1.358 -6.981
H -3.921 2.502 -6.686
H -3.249 3.330 -3.145
H -4.651 2.646 -3.830
H -3.854 3.922 -4.649
H -3.123 -0.186 -5.424
H -4.572 0.597 -4.843
H -3.311 0.145 -3.686
H -1.838 2.163 -2.556
C -7.645 -3.422 1.930
C -6.419 -4.329 1.889
C -6.691 -5.613 2.714
C -6.233 -4.738 0.392
C -4.863 -5.350 0.140
C -3.801 -4.344 0.554
C -3.844 -4.014 2.047
C -3.309 -5.211 2.875
C -2.928 -2.791 2.207
N -5.223 -3.596 2.317
O -5.361 -3.211 3.679
H -7.951 -3.268 2.969
H -7.436 -2.390 1.632
H -8.461 -3.804 1.321
H -6.628 -6.464 2.029
H -6.024 -5.810 3.552
H -7.730 -5.694 3.039
H -6.913 -5.567 0.171
H -6.455 -3.904 -0.274
H -4.839 -6.260 0.752
H -4.712 -5.708 -0.880
H -4.108 -3.385 0.122
H -2.822 -4.661 0.201
H -2.292 -5.352 2.511
H -3.901 -6.099 2.665
H -3.275 -4.987 3.941
H -3.090 -2.246 3.136
H -3.260 -2.099 1.425
H -1.878 -3.029 2.044
H -5.349 -4.041 4.182
C 4.079 -1.773 -2.427
C 5.017 -0.811 -3.151
C 6.424 -1.477 -3.162
C 4.509 -0.655 -4.580
C 5.083 0.558 -5.293
C 4.858 1.804 -4.454
C 5.507 1.680 -3.066
C 7.055 1.737 -3.236
C 5.098 2.891 -2.227
N 4.952 0.480 -2.472
O 5.398 0.354 -1.127
H 4.416 -2.069 -1.430
H 3.098 -1.309 -2.274
H 3.940 -2.714 -2.964
H 6.815 -1.352 -2.147
H 6.255 -2.553 -3.168
H 7.067 -1.049 -3.924
H 4.739 -1.534 -5.192
H 3.414 -0.642 -4.609
H 6.120 0.411 -5.596
H 4.508 0.689 -6.216
H 3.781 1.951 -4.317
H 5.222 2.736 -4.890
H 7.552 0.978 -2.628
H 7.455 2.702 -2.933
H 7.380 1.542 -4.259
H 4.953 3.802 -2.815
H 5.783 3.129 -1.415
H 4.106 2.740 -1.785
H 4.575 0.334 -0.627
N 1.629 -4.809 2.518
C 1.434 -6.164 2.563
N 0.519 -6.629 1.654
O 2.025 -6.882 3.362
H 2.317 -4.425 3.137
H 1.189 -4.254 1.806
H 0.417 -7.616 1.530
H 0.209 -5.940 0.987
N 3.783 0.877 6.453
C 2.439 0.671 6.168
N 1.755 1.793 5.784
O 1.895 -0.413 6.292
H 4.163 1.802 6.365
H 4.344 0.118 6.100
H 0.820 1.696 5.411
H 2.361 2.479 5.365
N 1.157 -4.012 -2.017
C 0.071 -3.802 -1.234
N -0.414 -2.522 -1.309
O -0.552 -4.645 -0.591
H 1.639 -4.891 -1.991
H 1.549 -3.226 -2.500
H -1.294 -2.277 -0.888
H -0.189 -1.943 -2.103
N -3.509 1.657 3.911
C -4.403 0.703 4.325
N -4.960 0.013 3.290
O -4.705 0.570 5.500
H -3.171 2.245 4.656
H -3.313 2.011 2.998
H -5.666 -0.648 3.568
H -4.671 0.168 2.345
N -2.203 3.138 1.385
C -2.845 3.279 0.189
N -3.157 4.565 -0.153
O -3.119 2.304 -0.504
H -1.752 3.917 1.826
H -2.030 2.188 1.658
H -3.143 5.304 0.525
H -3.485 4.777 -1.076
N -1.713 2.896 7.769
C -1.557 1.948 6.792
N -2.116 0.749 7.055
O -1.088 2.284 5.700
H -1.662 3.858 7.491
H -2.192 2.716 8.632
H -2.169 0.125 6.269
H -2.481 0.467 7.942
N 7.694 4.397 3.675
C 6.638 4.179 2.818
N 6.705 2.993 2.111
O 5.742 4.996 2.699
H 7.608 5.225 4.233
H 8.422 3.716 3.761
H 7.572 2.498 2.178
H 6.084 3.061 1.321
*
```